No. 1
The following is a quantum chemistry calculation of 3 unconnected molecules or ions with the total composition C3H12O4, from the Open Molecules 2025 dataset.

Output
* energy above the lowest of the compared OMol25 structures with the same formula, charge and spin: 50.5 kcal/mol
* E_LUMO: 0.6 eV
* orbital gap: 0.412 hartree
* HOMO energy: -10.62 eV

Structure (ORCA input):
```
! RIJCOSX wB97M-V def2-TZVPD def2/J DEFGRID3
* xyz 0 1
O 0.29062 0.23218 -2.60366
C -0.36937 -0.36442 -1.41688
C 0.16634 0.31580 -0.14283
C 0.26453 -0.53631 1.17708
O 0.08428 0.22925 2.45487
H 1.28908 0.20791 -2.47078
H -0.33329 -1.52304 -1.28901
H -1.50696 -0.11420 -1.66947
H -0.46950 1.12388 0.17289
H 1.13660 0.68734 -0.31746
H 1.16441 -1.01834 1.26916
H -0.40892 -1.46128 1.17002
H -0.18526 1.11896 2.44281
O -3.97156 0.63565 -4.37055
H -3.62812 -0.24897 -4.36565
H -3.94499 1.08770 -3.54917
O 3.58999 -0.61009 4.66649
H 3.04268 0.04198 4.19073
H 3.52863 -0.28820 5.53456
*
```

No. 2
The following is a quantum chemistry calculation of C4H9NO in the gas phase, from the Open Molecules 2025 dataset.

Output
* energy above the lowest of the compared OMol25 structures with the same formula, charge and spin: 43.2 kcal/mol
* E_LUMO: 1.0 eV
* orbital gap: 0.400 hartree
* HOMO energy: -9.93 eV

Structure (ORCA input):
```
! RIJCOSX wB97M-V def2-TZVPD def2/J DEFGRID3
* xyz 0 1
C 2.22957 0.35295 0.19160
C 0.84079 0.96867 0.06232
N 0.02468 0.57055 1.20504
C -0.75996 -0.39939 1.03750
O -0.87433 -1.10782 -0.12951
C -2.04962 -0.79827 -0.86383
H 2.16255 -0.74038 0.15473
H 2.87924 0.68987 -0.62331
H 2.68273 0.63376 1.14761
H 0.39207 0.66459 -0.89241
H 0.91075 2.06118 0.07380
H -1.40426 -0.74315 1.85173
H -2.90137 -1.40682 -0.53778
H -1.83027 -1.01024 -1.91187
H -2.30258 0.26450 -0.76564
*
```

No. 3
The following is a quantum chemistry calculation of a molecular structure, C22H25ClN2PSTi, from the Open Molecules 2025 dataset.

Output
* <S²>: 0.757
* E_LUMO (spin up / spin down): -7.6 / -7.5 eV
* orbital gap (spin up / spin down): 0.251 / 0.256 hartree
* HOMO energy (spin up / spin down): -14.41 / -14.49 eV

Structure (ORCA input):
```
! RIJCOSX wB97M-V def2-TZVPD def2/J DEFGRID3
* xyz 2 2
Ti -1.06634 -0.55677 0.80878
Cl -0.79596 0.49499 2.73683
P 1.04819 -0.35223 -0.15700
C 1.29953 -0.23982 -1.95491
C 1.29851 -1.40748 -2.73324
C 1.49623 -1.29738 -4.11165
C 1.66153 -0.02540 -4.67609
C 1.63437 1.14357 -3.89814
C 1.43314 1.03858 -2.52658
C 2.59358 0.06154 0.62897
C 2.66630 0.14930 2.03610
C 3.88447 0.45185 2.65232
C 5.02486 0.69586 1.85961
C 4.94562 0.65258 0.45345
C 3.73637 0.30534 -0.15838
C 0.72246 -2.10282 0.26070
C -0.62325 -2.57688 0.64173
C -0.66649 -3.84518 1.35246
C 0.44645 -4.67939 1.30525
C 1.66612 -4.28383 0.71316
C 1.81185 -2.98954 0.22064
H 1.75960 0.02092 2.63347
H 3.95466 0.50779 3.75559
H 5.97458 0.96475 2.33571
H 5.82240 0.88614 -0.18053
H 3.65779 0.23680 -1.24540
H 1.11257 -2.37675 -2.26751
H 1.50058 -2.19235 -4.73016
H 1.79204 0.06822 -5.73847
H 1.73008 2.13184 -4.34309
H 1.35915 1.91106 -1.87944
H -1.54682 -2.28108 0.00395
H -1.61539 -4.14023 1.80586
H 0.39431 -5.67990 1.75251
H 2.48021 -5.00203 0.63747
H 2.76696 -2.69926 -0.22243
H -1.36083 -2.46215 -2.67812
H -1.43116 -2.76012 -2.00130
S -2.40020 0.61210 -0.63881
C -3.49651 1.69193 0.34353
N -3.75251 2.86729 -0.25159
C -4.29667 4.03184 0.48625
C -4.30691 3.79096 1.98422
C -4.85312 2.38797 2.24753
N -4.10924 1.38311 1.49028
H -3.23689 3.03782 -1.11538
H -5.35383 4.21034 0.23652
H -3.66835 4.87918 0.23264
H -5.04555 4.47075 2.43705
H -3.31387 3.99230 2.45434
H -5.92635 2.39839 1.97016
H -4.73001 2.07509 3.28836
H -4.07825 0.40038 1.74276
*
```

No. 4
The following is a quantum chemistry calculation of C4H5NO2 in the gas phase, from the Open Molecules 2025 dataset.

Output
* energy above the lowest of the compared OMol25 structures with the same formula, charge and spin: 114.3 kcal/mol
* E_LUMO (spin up / spin down): -2.2 / -2.2 eV
* orbital gap (spin up / spin down): 0.263 / 0.263 hartree
* HOMO energy (spin up / spin down): -9.33 / -9.33 eV

Structure (ORCA input):
```
! RIJCOSX wB97M-V def2-TZVPD def2/J DEFGRID3
* xyz 0 1
O -0.74805 -1.91919 0.32587
C -0.89093 -1.05892 -0.49795
C -1.15600 0.54406 -0.10482
O -2.15675 0.85820 -0.71744
N -0.46221 1.12698 0.86364
C 1.05297 0.21894 -0.43372
C 0.79963 0.44108 0.99204
H -1.24467 -1.23896 -1.52874
H 1.13477 1.10111 -1.06280
H 1.38799 -0.72073 -0.86827
H 0.75406 -0.47946 1.58738
H 1.52918 1.12689 1.44481
*
```

No. 5
The following is a quantum chemistry calculation of a gas-phase ion, C27H46BrClF2N2O5P (charge +1), from the Open Molecules 2025 dataset.

Output
* E_LUMO: -2.5 eV
* orbital gap: 0.314 hartree
* HOMO energy: -11.04 eV

Structure (ORCA input):
```
! RIJCOSX wB97M-V def2-TZVPD def2/J DEFGRID3
* xyz 1 1
C -2.50192 -5.60847 5.42143
C -3.59945 -5.29340 4.22616
O -3.03121 -5.25514 2.87168
C -2.84032 -3.88314 2.37518
C -1.22213 -3.69898 2.00279
O -0.90800 -3.80210 0.59069
C -1.34815 -2.69144 -0.24213
C -0.39699 -1.33607 -0.20103
C -0.79306 -0.40615 1.08529
O -2.12740 -0.65573 1.67092
C -2.59831 0.48639 2.47265
C -0.41000 -0.50028 -1.65443
P -2.23429 -0.50811 -2.17200
O -3.25037 0.46812 -1.07475
Br -2.58919 0.53715 -4.21767
C 0.54308 0.79927 -1.73019
C -0.27350 2.25307 -1.94202
O -1.21129 2.57320 -0.85522
C -1.33254 4.01427 -0.60958
C -1.44504 4.46804 0.99667
C -1.62842 6.01903 1.50302
C -1.70537 7.21789 0.38315
C -1.57953 6.80103 -1.23160
C -1.41998 5.21293 -1.72036
C 1.23084 0.66970 -3.26042
Cl 2.49370 -0.62883 -3.50271
C 1.85599 2.02760 -3.88942
C 3.10402 1.80130 -4.95290
N 1.68677 0.88787 -0.74767
C 1.68665 1.93206 0.33016
C 3.24861 2.41450 0.73591
C 3.70737 3.61381 -0.32606
F 4.80041 4.37436 0.37443
C 2.17287 -0.38059 -0.08455
F 3.59170 -0.67608 -0.53832
C 1.22925 -1.69332 -0.04727
C 1.73470 -2.96929 -0.96584
C 2.29864 -4.19483 0.02750
N 2.72501 -5.43111 -0.75005
H -3.12808 -5.62401 6.43535
H -1.68608 -4.78228 5.55933
H -2.02563 -6.69544 5.34677
H -4.35181 -6.22058 4.24229
H -4.25073 -4.36071 4.51959
H -3.02908 -3.08592 3.24356
H -3.54873 -3.65650 1.47204
H -0.82104 -2.75588 2.56688
H -0.69795 -4.62977 2.53843
H -2.49089 -2.49304 -0.10312
H -1.24232 -3.08515 -1.36726
H -0.74866 0.74757 0.91111
H -0.01371 -0.63418 1.96028
H -1.76716 1.25378 2.77628
H -3.52210 0.99220 1.91980
H -3.05545 0.02180 3.47134
H 0.03950 -1.32838 -2.39440
H -3.94836 0.84917 -1.71285
H 0.47968 3.18380 -1.88164
H -0.74838 2.35823 -3.00152
H -1.42545 3.60756 1.81520
H -1.69780 6.21318 2.66549
H -1.85192 8.34111 0.68655
H -1.63972 7.67872 -2.03172
H -1.35903 4.96573 -2.86288
H 0.30600 0.37225 -3.95540
H 1.00453 2.60303 -4.44756
H 2.29124 2.67436 -3.01181
H 3.30336 2.86429 -5.45059
H 2.85721 1.06796 -5.83214
H 4.11122 1.53176 -4.38889
H 2.52555 1.18388 -1.34584
H 1.21267 2.96922 0.12517
H 1.19513 1.59308 1.36504
H 3.21062 2.80004 1.84021
H 4.03102 1.55768 0.62133
H 2.80835 4.31266 -0.60294
H 4.15068 3.19897 -1.32611
H 2.38907 -0.16080 1.07508
H 1.25858 -2.15739 1.05796
H 0.91025 -3.44729 -1.64193
H 2.64728 -2.74356 -1.66297
H 1.59691 -4.40782 0.93707
H 3.30124 -3.74420 0.49394
H 3.69147 -5.66047 -0.37450
H 2.06532 -6.22716 -0.60146
*
```

No. 6
The following is a quantum chemistry calculation of a molecular structure, C32H47NP2SiZr, from the Open Molecules 2025 dataset.

Output
* energy above the lowest of the compared OMol25 structures with the same formula, charge and spin: 0.0 kcal/mol
* E_LUMO: -6.5 eV
* orbital gap: 0.258 hartree
* HOMO energy: -13.54 eV

Structure (ORCA input):
```
! RIJCOSX wB97M-V def2-TZVPD def2/J DEFGRID3
* xyz 2 1
Zr -0.02383 -0.25774 -0.74577
C 0.28797 3.64880 -2.34798
C -1.20649 3.40450 -2.14776
C -1.90394 4.69560 -1.72443
P -1.49218 1.95184 -1.06364
C -3.16868 1.27966 -1.35263
C -4.36022 2.00514 -0.74004
C -3.07381 -0.16681 -0.88073
C -1.25661 2.40802 0.68177
C -2.01054 3.44276 1.23988
C -1.68688 3.98809 2.47187
C -0.55831 3.52712 3.12942
C 0.18628 2.47507 2.61242
C -0.18598 1.86432 1.42419
N 0.49860 0.71338 0.90873
C 1.44229 -0.06726 1.66083
C 1.26950 -0.31868 3.02189
C 2.19812 -1.06729 3.71741
C 3.30415 -1.60660 3.06571
C 3.44650 -1.42076 1.70574
C 2.52875 -0.65259 0.97916
P 2.63384 -0.46044 -0.83335
C 3.58409 -1.83613 -1.60349
C 3.16016 -3.21123 -1.08702
C 5.10534 -1.66234 -1.58015
C 3.58450 1.06993 -1.17763
C 3.07607 2.27174 -0.38896
C 3.60099 1.32063 -2.68743
H 0.43083 4.41909 -3.10631
H 0.81999 2.75623 -2.67802
H 0.74726 4.00804 -1.42498
H -1.63778 3.06408 -3.09666
H -1.47007 5.09660 -0.80921
H -2.97897 4.59009 -1.58925
H -1.74688 5.43288 -2.51311
H -3.26212 1.27916 -2.44434
H -4.31514 1.99535 0.34983
H -5.27600 1.48929 -1.03417
H -4.44417 3.03575 -1.07989
H -2.73403 -0.23987 0.15816
H -2.40460 -0.77156 -1.52663
H -4.02783 -0.69437 -0.92971
H -2.85067 3.84583 0.69275
H -2.28635 4.78439 2.89014
H -0.24944 3.98215 4.06143
H 1.06129 2.13499 3.14658
H 0.39669 0.06420 3.53222
H 2.05430 -1.23995 4.77595
H 4.04155 -2.17595 3.61464
H 4.29140 -1.86795 1.20324
H 3.26228 -1.75967 -2.64799
H 3.55859 -3.40889 -0.09218
H 3.54785 -3.97990 -1.75573
H 2.07943 -3.32656 -1.04292
H 5.51725 -1.61064 -0.57325
H 5.43584 -0.78101 -2.12612
H 5.55180 -2.52957 -2.06897
H 4.59598 0.84008 -0.83386
H 2.03362 2.49726 -0.61521
H 3.66917 3.14741 -0.65596
H 3.16459 2.12274 0.68761
H 2.59107 1.47165 -3.07523
H 4.05438 0.50312 -3.24947
H 4.17129 2.22395 -2.90540
C 0.28831 -3.36917 1.43524
Si -0.91845 -2.50688 0.32469
C -0.55981 -2.92583 -1.51123
C -2.64241 -3.00947 0.73515
C -3.34033 -2.41337 1.78914
C -4.59255 -2.87693 2.16510
C -5.16341 -3.94707 1.48926
C -4.48344 -4.55497 0.44337
C -3.22939 -4.09042 0.06775
H -0.01685 -4.41792 1.48629
H 0.21715 -2.95038 2.44071
H 1.32913 -3.31529 1.12014
H -0.03861 -3.87792 -1.61484
H 0.09020 -2.22887 -2.08352
H -1.50325 -2.97368 -2.05837
H -2.90528 -1.57968 2.33393
H -5.12084 -2.40880 2.98512
H -6.13872 -4.31185 1.78286
H -4.92759 -5.39281 -0.07767
H -2.71592 -4.58585 -0.74909
*
```